One molecule with the formula C20H20N2O2, computed with ωB97M-V with the def2-TZVPD basis set.

Calculated values
SMILES: O[C@H](CNCc1ccco1)Cn1c2ccccc2c2ccccc21
E_HOMO (Ha): -0.287

```
44
Properties=species:S:1:pos:R:3:forces:R:3
O -0.188 1.174 -1.922 -0.1 -0.2 -0.1
C 0.532 1.983 -1.019 0.3 0.4 0.4
C 1.943 2.225 -1.583 -0.5 -0.1 0.0
N 2.800 1.072 -1.378 0.4 0.0 -0.1
C 2.562 -0.023 -2.304 0.0 -0.3 -0.3
C 3.126 -1.292 -1.755 0.1 0.4 0.7
C 3.473 -1.653 -0.487 -0.2 0.3 -0.5
C 3.922 -2.996 -0.565 0.0 -0.3 -0.5
C 3.812 -3.349 -1.872 0.2 -0.4 0.7
O 3.333 -2.323 -2.601 -0.2 0.2 -0.4
C 0.629 1.336 0.380 0.1 0.1 -0.5
N -0.638 0.839 0.832 0.0 0.1 0.0
C -1.641 1.586 1.406 -0.6 0.0 0.2
C -1.664 2.936 1.726 0.1 0.1 0.0
C -2.809 3.441 2.311 0.0 0.1 0.0
C -3.912 2.630 2.571 -0.2 0.0 0.1
C -3.896 1.286 2.254 0.1 0.0 0.0
C -2.756 0.754 1.667 0.2 0.4 0.0
C -2.396 -0.559 1.213 0.4 -0.2 -0.2
C -3.058 -1.781 1.196 0.1 0.0 0.0
C -2.405 -2.878 0.671 -0.2 -0.2 0.0
C -1.110 -2.770 0.169 0.1 0.0 0.0
C -0.430 -1.568 0.173 0.1 0.0 -0.1
C -1.080 -0.460 0.700 -0.5 -0.4 0.2
H -0.999 0.875 -1.492 0.0 0.0 0.0
H 0.020 2.957 -0.934 0.1 -0.1 0.0
H 2.380 3.071 -1.049 0.0 0.0 -0.1
H 1.835 2.497 -2.644 0.0 0.1 0.1
H 3.775 1.346 -1.411 -0.1 -0.1 0.0
H 2.986 0.154 -3.307 -0.1 0.0 0.1
H 1.479 -0.125 -2.426 0.2 0.0 -0.1
H 3.425 -1.039 0.388 0.0 0.2 0.1
H 4.273 -3.605 0.242 0.1 -0.2 0.1
H 4.032 -4.259 -2.394 0.0 -0.1 -0.2
H 1.010 2.075 1.089 0.1 -0.1 0.0
H 1.337 0.509 0.322 -0.1 0.1 0.1
H -0.817 3.577 1.529 0.1 0.1 0.0
H -2.852 4.489 2.570 0.0 0.1 0.0
H -4.789 3.063 3.028 -0.1 0.0 0.0
H -4.750 0.658 2.457 -0.1 0.0 0.0
H -4.061 -1.864 1.586 -0.1 0.0 0.0
H -2.902 -3.837 0.648 0.0 -0.1 0.0
H -0.625 -3.647 -0.235 0.1 -0.1 0.0
H 0.572 -1.503 -0.224 0.1 0.0 -0.1
```
Forces are in eV/Å.

Löwdin atomic charge list, values in e, 2 entries: -0.02 -0.34